*1*
Formula: C2H3N3O
Source: the OMol25 dataset
Level of theory: the ωB97M-V functional and the def2-TZVPD basis

Each line ends with the Löwdin charge.
Geometry (Å):
O (-1.835, -0.774, 0.024)  0.123
C (-0.574, -0.365, 0.031)  -0.558
N (0.522, -1.087, 0.077)  0.139
C (1.462, -0.140, -0.213)  -0.223
N (1.029, 1.089, -0.385)  0.010
N (-0.331, 1.010, -0.107)  0.033
H (-2.389, -0.010, -0.223)  0.136
H (2.522, -0.369, -0.231)  0.110
H (-0.405, 0.645, 1.027)  0.231

Multiplicity: 1
HOMO energy, eV: -10.359
Kohn-Sham gap, eV: 10.7
Charge: 0

*2*
Formula: C2H3N3O
Source: the OMol25 dataset
Level of theory: the ωB97M-V functional and the def2-TZVPD basis

Each line ends with the Löwdin charge.
Geometry (Å):
O (1.882, 0.110, -0.709)  0.071
C (0.613, 0.031, -0.279)  -0.424
C (-0.086, -1.120, 0.141)  -0.078
N (-1.288, -0.736, 0.546)  0.052
N (-1.301, 0.565, 0.315)  -0.099
N (-0.165, 1.086, -0.149)  0.107
H (2.066, 1.050, -0.854)  0.115
H (0.229, -2.151, 0.190)  0.107
H (-1.949, 1.165, 0.798)  0.149

Multiplicity: 1
SMILES: Oc1cn[nH]n1
HOMO energy, eV: -9.446
Kohn-Sham gap, eV: 10.4
Charge: 0

*3*
Formula: C2H3N3O
Source: the OMol25 dataset
Level of theory: the ωB97M-V functional and the def2-TZVPD basis

Each line ends with the Löwdin charge.
Geometry (Å):
N (-1.583, -0.262, 0.100)  0.075
C (-0.266, -0.012, -0.104)  -0.439
C (0.746, 0.985, -0.165)  -0.054
N (1.872, 0.419, 0.193)  0.064
O (1.632, -0.881, 0.412)  -0.066
N (0.353, -1.152, 0.118)  0.031
H (-1.195, -1.350, 0.330)  0.180
H (-2.278, 0.216, -0.493)  0.098
H (0.719, 2.038, -0.391)  0.111

Multiplicity: 1
SMILES: Nc1cnon1
HOMO energy, eV: -9.371
Kohn-Sham gap, eV: 10.1
Charge: 0

*4*
Formula: C2H3N3O
Source: the OMol25 dataset
Level of theory: the ωB97M-V functional and the def2-TZVPD basis

Each line ends with the Löwdin charge.
Geometry (Å):
N (0.328, 1.403, 0.820)  0.113
C (-0.008, 0.191, 0.282)  -0.451
N (-0.101, -0.924, 0.949)  0.105
O (-0.282, -1.927, 0.061)  -0.104
N (-0.406, -1.321, -1.241)  0.002
C (-0.255, 0.004, -1.139)  -0.009
H (0.181, 1.508, 1.812)  0.098
H (0.038, 2.192, 0.261)  0.091
H (0.505, -1.126, -1.805)  0.155

Multiplicity: 1
HOMO energy, eV: -9.525
Kohn-Sham gap, eV: 9.5
Charge: 0

Which structure is most stable? *2*, by 154.4 kJ/mol over the runner-up.

*1*
Formula: C2H3N3O
Source: the OMol25 dataset
Level of theory: the ωB97M-V functional and the def2-TZVPD basis

Each line ends with the Löwdin charge.
Geometry (Å):
N (1.707, 0.220, 0.263)  0.134
C (0.384, 0.065, -0.002)  -0.512
N (-0.030, -1.169, 0.130)  0.094
O (-1.396, -1.037, 0.100)  -0.010
C (-1.638, 0.240, -0.128)  -0.197
N (-0.589, 0.997, -0.229)  0.165
H (2.244, 0.900, -0.260)  0.103
H (1.988, -0.742, 0.319)  0.089
H (-2.671, 0.528, -0.195)  0.133

Multiplicity: 1
HOMO energy, eV: -9.431
Kohn-Sham gap, eV: 10.5
Charge: 0

*2*
Formula: C2H3N3O
Source: the OMol25 dataset
Level of theory: the ωB97M-V functional and the def2-TZVPD basis

Each line ends with the Löwdin charge.
Geometry (Å):
N (-1.218, 1.121, 0.524)  0.093
C (-0.026, 0.549, 0.331)  -0.533
N (-0.371, -0.698, -0.196)  0.089
C (0.752, -1.260, -0.396)  -0.189
O (1.777, -0.510, -0.050)  -0.025
N (1.261, 0.739, 0.453)  0.135
H (-1.631, 0.092, 0.083)  0.183
H (-1.323, 2.064, 0.907)  0.103
H (0.904, -2.246, -0.805)  0.143

Multiplicity: 1
SMILES: Nc1ncon1
HOMO energy, eV: -9.151
Kohn-Sham gap, eV: 10.1
Charge: 0

Which structure is most stable? *1*, by 167.2 kJ/mol over the runner-up.